1.
Entry from the Open Molecules 2025 dataset: a 11-piece molecular cluster, C33H67N5O19 overall at a distorted geometry (ωB97M-V/def2-TZVPD).

Each line ends with the Mulliken charge.
Positions of all 124 atoms, in Å:
C: -2.54 2.00 -5.16  -1.518
C: -2.31 2.74 -6.47  0.615
C: -3.63 3.04 -7.19  -0.501
O: -3.57 4.36 -7.59  -0.322
C: -2.62 4.98 -7.00  0.695
O: -2.45 6.17 -7.15  -0.565
O: -1.96 4.10 -6.16  -0.366
H: -3.16 2.62 -4.51  0.373
H: -1.62 1.81 -4.59  0.321
H: -3.10 1.06 -5.21  0.403
H: -1.60 2.20 -7.09  0.265
H: -4.49 2.76 -6.58  0.281
H: -3.60 2.43 -8.09  0.317
C: 3.45 3.76 1.88  -1.409
C: 4.52 4.27 2.90  0.490
C: 5.75 4.95 2.27  -0.397
O: 5.99 5.97 3.16  -0.333
C: 4.89 6.32 3.86  0.661
O: 4.69 7.32 4.50  -0.528
O: 4.00 5.29 3.74  -0.366
H: 3.11 4.53 1.19  0.325
H: 2.59 3.28 2.35  0.380
H: 3.95 2.97 1.33  0.388
H: 4.92 3.51 3.57  0.198
H: 5.49 5.23 1.25  0.263
H: 6.62 4.30 2.22  0.324
C: 4.50 0.01 6.94  -1.381
C: 4.23 -0.13 8.47  0.418
C: 3.01 0.62 8.93  -0.341
O: 2.22 -0.32 9.54  -0.332
C: 2.78 -1.52 9.58  0.700
O: 2.33 -2.54 10.10  -0.577
O: 3.94 -1.48 8.89  -0.372
H: 5.34 -0.61 6.63  0.366
H: 4.65 1.08 6.75  0.365
H: 3.61 -0.33 6.41  0.330
H: 5.09 0.21 9.05  0.257
H: 2.52 1.05 8.05  0.277
H: 3.36 1.37 9.63  0.291
C: -2.37 -6.38 -8.00  -1.225
C: -2.45 -5.29 -6.93  0.326
C: -1.21 -4.44 -6.57  -0.457
O: -1.41 -3.20 -7.15  -0.300
C: -2.61 -3.14 -7.65  0.642
O: -3.04 -2.17 -8.15  -0.566
O: -3.31 -4.27 -7.49  -0.398
H: -1.33 -6.71 -8.05  0.321
H: -2.87 -6.20 -8.95  0.344
H: -2.87 -7.28 -7.64  0.313
H: -3.01 -5.51 -6.02  0.403
H: -0.32 -4.90 -7.01  0.302
H: -1.15 -4.41 -5.48  0.293
C: -5.47 5.98 0.49  -0.928
N: -4.61 5.92 -0.68  0.109
C: -3.32 5.20 -0.53  -0.846
C: -4.96 6.66 -1.75  0.197
O: -5.90 7.51 -1.67  -0.631
H: -5.10 5.40 1.34  0.350
H: -6.46 5.62 0.23  0.294
H: -5.58 7.03 0.78  0.312
H: -3.51 4.26 -0.02  0.288
H: -2.82 5.11 -1.49  0.273
H: -2.73 5.80 0.17  0.344
H: -4.37 6.33 -2.62  0.239
C: 1.92 -0.46 -2.19  -0.887
N: 1.60 -0.27 -0.79  0.160
C: 0.44 0.54 -0.54  -0.991
C: 2.32 -0.91 0.13  0.284
O: 1.99 -0.85 1.34  -0.676
H: 1.13 -1.04 -2.67  0.318
H: 2.89 -0.94 -2.32  0.261
H: 2.03 0.50 -2.71  0.303
H: 0.70 1.56 -0.83  0.341
H: -0.47 0.29 -1.09  0.301
H: 0.24 0.58 0.53  0.322
H: 3.21 -1.37 -0.34  0.265
C: -4.16 2.30 7.67  -0.850
N: -3.25 1.96 6.53  0.134
C: -1.93 1.59 6.95  -0.978
C: -3.61 1.95 5.28  0.204
O: -2.94 1.54 4.36  -0.621
H: -5.02 2.79 7.22  0.298
H: -3.84 3.03 8.41  0.315
H: -4.45 1.42 8.24  0.319
H: -1.21 1.84 6.17  0.308
H: -1.71 2.02 7.92  0.303
H: -1.97 0.50 7.04  0.344
H: -4.60 2.42 5.13  0.224
C: 5.37 -6.62 -4.51  -0.920
N: 5.42 -5.16 -4.45  0.079
C: 6.00 -4.63 -3.27  -0.936
C: 4.79 -4.50 -5.41  0.280
O: 4.79 -3.26 -5.51  -0.642
H: 6.38 -7.01 -4.51  0.313
H: 4.93 -6.98 -5.44  0.324
H: 4.85 -6.99 -3.62  0.314
H: 5.33 -4.96 -2.48  0.370
H: 7.00 -5.05 -3.12  0.265
H: 5.86 -3.55 -3.23  0.316
H: 4.28 -5.21 -6.06  0.236
C: -6.55 -0.18 -1.09  -0.901
N: -6.00 -1.16 -2.03  0.072
C: -6.61 -1.07 -3.33  -0.909
C: -4.93 -1.95 -1.73  0.194
O: -4.34 -2.66 -2.53  -0.604
H: -5.92 -0.05 -0.21  0.305
H: -7.53 -0.54 -0.80  0.301
H: -6.59 0.78 -1.60  0.326
H: -7.69 -0.94 -3.22  0.334
H: -6.15 -0.25 -3.89  0.279
H: -6.45 -1.98 -3.90  0.322
H: -4.60 -1.71 -0.70  0.281
C: 5.77 -4.20 2.58  -0.337
O: 6.71 -5.10 3.18  -0.523
H: 4.81 -4.28 3.08  0.207
H: 6.05 -3.14 2.55  0.236
H: 5.60 -4.45 1.53  0.115
H: 7.10 -5.74 2.58  0.306
C: 0.89 -4.41 5.54  -0.557
O: 0.09 -3.37 5.11  -0.465
H: 1.01 -5.07 4.68  0.262
H: 1.89 -4.17 5.87  0.226
H: 0.35 -5.02 6.27  0.240
H: 0.67 -2.74 4.68  0.294

Values from the calculation:
Max |F| in eV Å⁻¹: 4.43
HOMO-LUMO gap in Eh: 0.3348
LUMO level in eV: -0.13
E in a.u.: -3000.84383
Net charge: 0
SMILES: C[C@H]1COC(=O)O1.C[C@H]1COC(=O)O1.C[C@H]1COC(=O)O1.C[C@H]1COC(=O)O1.CN(C)C=O.CN(C)C=O.CN(C)C=O.CN(C)C=O.CN(C)C=O.CO.CO
Spin multiplicity: 1

=====

2.
Entry from the Open Molecules 2025 dataset: a 3-piece molecular cluster, C33H67N8O3S overall at a distorted geometry (ωB97M-V/def2-TZVPD).

Each line ends with the Mulliken charge.
Positions of all 112 atoms, in Å:
C: 0.42 -3.07 3.69  -1.288
C: 0.69 -2.41 2.32  0.495
C: 1.84 -3.04 1.51  -1.339
C: 1.46 -3.37 0.04  -0.073
C: 1.84 -2.17 -0.83  -0.230
C: 1.74 -2.44 -2.33  -1.030
C: 2.39 -1.36 -3.24  -0.988
C: 2.16 -0.01 -2.59  0.962
C: 2.26 1.24 -3.50  -1.556
C: 1.12 2.17 -3.09  -0.612
N: 1.36 2.80 -1.74  0.491
C: 0.71 4.04 -1.72  -0.581
N: 1.34 5.18 -1.37  -0.344
N: -0.56 4.07 -2.03  0.081
C: -1.47 3.16 -1.23  -0.154
C: -2.13 3.92 -0.06  -0.010
C: -3.65 3.73 -0.03  -1.331
C: -4.04 2.25 -0.24  0.279
C: -4.86 2.07 -1.53  -0.872
C: -5.07 0.60 -1.92  -1.011
C: -5.23 -0.38 -0.75  -0.121
C: -5.55 -1.76 -1.32  -0.993
S: -5.90 -3.01 -0.06  -0.186
C: -4.33 -3.40 0.59  0.419
N: -3.95 -4.60 0.80  -0.732
N: -2.67 -4.49 1.37  0.547
C: -2.41 -3.26 1.44  -0.385
O: -3.41 -2.48 0.96  -0.302
C: -0.74 1.92 -0.70  -1.264
C: 0.78 2.03 -0.63  -0.709
N: 1.13 2.75 0.62  0.152
C: 1.33 1.76 1.70  -0.370
C: 1.40 2.39 3.09  -1.025
C: 0.26 3.35 3.42  -0.443
C: -1.12 2.68 3.39  -0.981
H: -0.55 -3.56 3.69  0.147
H: 0.43 -2.34 4.50  0.383
H: 1.20 -3.79 3.93  0.420
H: 0.99 -1.38 2.55  -0.399
H: -0.22 -2.31 1.74  0.226
H: 2.66 -2.32 1.49  0.556
H: 2.25 -3.92 2.00  0.652
H: 1.95 -4.28 -0.29  0.507
H: 0.38 -3.45 0.01  0.039
H: 1.17 -1.37 -0.51  -0.276
H: 2.85 -1.81 -0.61  0.438
H: 2.05 -3.45 -2.60  0.536
H: 0.67 -2.39 -2.59  0.255
H: 3.44 -1.58 -3.44  0.360
H: 1.82 -1.39 -4.17  0.405
H: 1.13 -0.02 -2.24  -0.336
H: 2.83 0.15 -1.75  0.200
H: 2.08 0.99 -4.54  0.495
H: 3.22 1.76 -3.44  0.336
H: 0.20 1.59 -3.15  0.294
H: 1.01 2.98 -3.81  0.707
H: 0.96 5.69 -0.59  0.211
H: 2.20 5.51 -1.78  0.271
H: -0.95 5.01 -2.02  0.433
H: -2.24 2.81 -1.90  0.457
H: -1.85 4.98 -0.14  0.611
H: -1.70 3.59 0.88  -0.544
H: -4.11 4.35 -0.80  0.401
H: -4.00 4.04 0.95  0.442
H: -3.16 1.61 -0.33  -0.493
H: -4.61 1.88 0.61  0.792
H: -5.83 2.53 -1.33  0.449
H: -4.41 2.59 -2.37  0.278
H: -5.98 0.55 -2.52  0.452
H: -4.25 0.27 -2.58  0.351
H: -6.07 -0.03 -0.14  0.199
H: -4.31 -0.40 -0.18  0.300
H: -6.42 -1.70 -1.96  0.540
H: -4.70 -2.08 -1.92  0.401
H: -1.47 -2.88 1.82  0.421
H: -1.14 1.62 0.26  0.949
H: -0.97 1.08 -1.37  0.267
H: 1.20 1.03 -0.55  0.305
H: 2.01 3.23 0.46  0.432
H: 2.28 1.24 1.52  0.364
H: 0.54 1.02 1.70  0.057
H: 2.37 2.84 3.27  0.392
H: 1.32 1.56 3.80  0.332
H: 0.42 3.64 4.46  0.471
H: 0.31 4.22 2.77  0.217
H: -1.41 2.31 4.37  0.492
H: -1.16 1.86 2.67  0.161
H: -1.86 3.41 3.08  0.189
C: 6.57 1.45 -1.63  0.024
O: 5.84 0.47 -1.64  -0.515
N: 6.15 2.69 -1.30  0.211
C: 7.04 3.84 -1.30  -0.923
C: 4.76 2.85 -0.94  -0.620
H: 7.63 1.40 -1.89  0.279
H: 7.08 4.28 -0.30  0.318
H: 6.67 4.59 -2.00  0.317
H: 8.04 3.54 -1.59  0.311
H: 4.53 2.23 -0.07  0.275
H: 4.13 2.54 -1.76  -0.113
H: 4.55 3.90 -0.70  0.403
C: -1.16 -6.43 0.54  -0.079
O: -0.21 -6.13 -0.16  -0.601
N: -1.09 -6.66 1.87  0.256
C: -2.25 -7.01 2.65  -0.990
C: 0.21 -6.54 2.52  -0.879
H: -2.17 -6.55 0.14  0.439
H: -2.42 -6.26 3.43  0.313
H: -2.11 -7.98 3.12  0.378
H: -3.14 -7.05 2.02  0.349
H: 0.61 -5.54 2.38  0.081
H: 0.91 -7.25 2.08  0.329
H: 0.10 -6.75 3.58  0.393

Values from the calculation:
Max |F| in eV Å⁻¹: 2.32
HOMO-LUMO gap in Eh: 0.2336
LUMO level in eV: -3.73
E in a.u.: -2359.24179
Net charge: +1
Spin multiplicity: 1

=====

Question: What is the max |F| in the first record?
Answer: 4.43 eV Å⁻¹